(1)
Formula: C11H26ClHfN7O14
Source: the Open Molecules 2025 dataset
Level of theory: the ωB97M-V functional and the def2-TZVPD basis

Summary:
Net charge   +4
Multiplicity   1
Gap between HOMO and LUMO   1.2 eV
DFT total energy   -64674.069 eV
Energy above the lowest of the compared OMol25 structures with the same formula, charge and spin   6.802 eV

```
60
C11H26ClHfN7O14 the ωB97M-V functional and the def2-TZVPD basis
C 2.7832 17.2069 14.8969
C 1.3101 17.2649 14.6018
N 0.7331 15.9502 14.6106
C 0.5527 15.2300 15.7236
C -0.2490 14.0957 15.3500
N -0.5477 14.1797 13.9693
C 0.1068 15.3348 13.5303
C -1.3143 13.2710 13.1348
H 2.8903 17.1523 15.9803
H 3.2257 18.1487 14.5726
H 3.2829 16.3406 14.4634
H 1.1246 17.6083 13.5841
H 0.8784 17.9004 15.3750
H 0.8977 15.5442 16.6976
H -0.7043 13.2805 15.8926
H 0.0795 15.6543 12.4990
H -1.8934 13.8363 12.4046
H -2.0306 12.7252 13.7488
H -0.6604 12.6026 12.5746
Hf -1.1072 16.2166 26.1684
Cl -6.0499 14.2592 21.7699
O -6.8659 13.2672 22.3847
O -5.0008 14.6296 22.6470
O -5.3993 13.6906 20.5923
O -6.7674 15.4583 21.5034
C -12.9955 13.4177 19.3101
N -14.0866 13.5567 18.2606
O -15.0553 14.2589 18.4415
O -14.0436 12.9260 17.2380
H -11.9814 13.5549 18.9348
H -13.0211 12.4475 19.8063
H -13.1708 14.1782 20.0710
C -1.3866 8.3804 26.8651
N -1.6116 9.4204 25.9331
O -1.4984 10.5979 26.2757
O -1.6951 9.1393 24.7729
H -0.6580 8.7128 27.6045
H -1.1262 7.4766 26.3142
H -2.3414 8.3143 27.3867
C -10.1718 8.5954 25.2182
N -9.1387 7.7866 25.8882
O -8.1764 7.5289 25.1873
O -9.3607 7.2818 26.9872
H -9.9471 8.6834 24.1552
H -10.3120 9.5515 25.7226
H -11.0456 7.9505 25.3113
C -7.3396 21.9137 26.6713
N -7.3626 20.4427 26.6623
O -6.3450 19.8270 26.3200
O -8.4312 19.8989 26.9388
H -6.3343 22.2700 26.8963
H -7.9792 22.2871 27.4711
H -7.7544 22.2181 25.7104
C -6.5275 7.0543 19.4290
N -7.2417 7.7403 18.3123
O -8.4816 7.8617 18.4206
O -6.5174 8.0293 17.3404
H -6.2822 7.7802 20.2043
H -5.5632 6.6842 19.0810
H -7.1881 6.2709 19.8005
```

***

(2)
Formula: C11H26FeN3O6
Source: the Open Molecules 2025 dataset
Level of theory: the ωB97M-V functional and the def2-TZVPD basis

Summary:
Expectation value of S²   8.759
Net charge   -2
Multiplicity   6
Gap between HOMO and LUMO (alpha / beta)   1.6 / 4.2 eV
DFT total energy   -62966.315 eV

```
47
C11H26FeN3O6 the ωB97M-V functional and the def2-TZVPD basis
Fe -7.9510 -32.2694 1.6393
O -6.0081 -32.2569 1.4990
H -5.2276 -31.7050 1.2970
O -10.1839 -32.4673 1.4225
C -10.8272 -31.8986 2.5499
C -9.8691 -31.2340 3.5860
O -8.4334 -31.4276 3.5487
H -11.5712 -32.5425 3.0189
H -11.5080 -31.1580 2.1303
H -10.3113 -31.5578 4.5282
H -10.0410 -30.1585 3.6297
C -6.9046 -32.9678 -1.6209
O -7.6211 -33.0979 -0.6268
N -7.3909 -33.3152 -2.8585
C -6.5411 -33.3393 -4.0164
C -8.8357 -33.6082 -3.1086
H -5.8470 -32.6640 -1.6591
H -6.7154 -32.4767 -4.6595
H -6.7356 -34.1101 -4.7621
H -5.4990 -33.5078 -3.7446
H -9.2988 -32.8476 -3.7372
H -8.9194 -34.4963 -3.7350
H -9.4645 -33.8159 -2.2428
C -7.4731 -35.5368 2.1131
O -8.0809 -34.4691 2.2884
N -7.5369 -36.5589 2.9742
C -7.0120 -37.8931 2.7183
C -8.2762 -36.4267 4.1953
H -6.9280 -35.7495 1.1805
H -6.2467 -37.8101 1.9465
H -7.7849 -38.5058 2.2542
H -6.7693 -38.3869 3.6592
H -7.6146 -36.6371 5.0356
H -8.6511 -35.4071 4.2856
H -9.0055 -37.2366 4.1803
C -8.8751 -29.4415 0.1368
O -7.9185 -30.0587 0.6225
N -8.7724 -28.4377 -0.6817
C -9.9851 -27.8155 -1.3982
C -7.4598 -27.9468 -1.0815
H -9.9420 -29.6861 0.2555
H -10.9519 -28.0416 -0.9484
H -10.1133 -28.2361 -2.3956
H -9.8480 -26.7358 -1.4567
H -7.3720 -28.3867 -2.0749
H -7.3728 -26.8723 -1.2427
H -6.6344 -28.3335 -0.4838
```

***

(3)
Formula: C11H26MnN4O7
Source: the Open Molecules 2025 dataset
Level of theory: the ωB97M-V functional and the def2-TZVPD basis

Summary:
Expectation value of S²   9.088
Multiplicity   6
Gap between HOMO and LUMO (alpha / beta)   6.1 / 6.4 eV
DFT total energy   -63431.031 eV
Energy above the lowest of the compared OMol25 structures with the same formula, charge and spin   4.013 eV

```
49
C11H26MnN4O7 the ωB97M-V functional and the def2-TZVPD basis
O 1.2255 -0.2524 -3.7578
H 0.4166 -0.3888 -4.2959
Mn -0.9029 0.2774 -0.8029
N -0.0917 1.6163 0.5310
N 1.4512 0.7184 -1.2600
N -1.5343 -0.8781 0.6072
N -0.1038 -1.6713 -1.3135
O -0.6697 1.7768 1.6921
O -1.9115 -0.3689 1.7849
O 0.9889 -2.0676 -1.9018
O 2.4465 0.0547 -1.6379
C 1.7525 2.0131 -0.8228
C 0.9538 2.4139 0.2248
C -1.5934 -2.2208 0.3950
C -0.8418 -2.6515 -0.7464
C 1.2662 3.5619 1.1709
H 1.5517 3.2377 2.1632
H 0.4427 4.2589 1.2266
H 2.1288 4.1481 0.7809
C 3.0099 2.6475 -1.2783
H 3.2991 2.2162 -2.2404
H 3.8299 2.4988 -0.5681
H 2.8878 3.7349 -1.4295
C -2.3266 -3.1240 1.3381
C -0.7157 -4.1092 -1.1073
H -2.7998 -2.5061 2.1129
H -1.6380 -3.8636 1.7849
H -3.0754 -3.6998 0.7870
H -0.0558 -4.2099 -1.9751
H -1.6985 -4.5072 -1.3614
H -0.2871 -4.6363 -0.2514
H -1.5158 0.5884 1.7753
H 1.1024 -1.3621 -2.7072
C -2.4897 1.2035 -0.7391
H -2.4046 1.9913 -0.0091
H -3.2916 0.4900 -0.5066
H -2.6901 1.6659 -1.7037
O -4.8386 3.1662 -1.8855
H -5.6677 2.7389 -1.5581
H -4.7932 3.9826 -1.3352
C 1.6795 -0.9197 3.0212
C 2.5723 -0.9350 1.8122
O 1.7771 -1.1772 0.6408
H 0.9467 -0.1354 2.9100
H 2.2552 -0.7350 3.9168
H 1.1736 -1.8686 3.1132
H 3.0754 0.0349 1.6712
H 3.3773 -1.6887 1.9197
H 2.3266 -1.0589 -0.1850
```

***

(4)
Formula: C11H26N3O4
Source: the Open Molecules 2025 dataset
Level of theory: the ωB97M-V functional and the def2-TZVPD basis

Summary:
Net charge   +1
Multiplicity   1
Gap between HOMO and LUMO   7.2 eV
DFT total energy   -24480.827 eV
Energy above the lowest of the compared OMol25 structures with the same formula, charge and spin   0.000 eV

```
44
C11H26N3O4 the ωB97M-V functional and the def2-TZVPD basis
C -3.6024 -0.3061 -4.2420
C -3.0981 0.2290 -2.9063
O -3.3828 -0.6902 -1.8812
C -2.8559 -0.2703 -0.6346
C -1.4396 -0.8577 -0.5140
O -0.6302 -0.1234 0.4055
C 0.5974 0.1963 -0.2093
C 1.6522 0.5691 0.8452
O 2.6170 -0.4934 0.9343
C 3.9274 -0.1157 0.7522
N 4.3854 -0.3808 -0.6427
C 4.3108 0.5928 -1.4971
N 4.5833 1.8578 -1.1787
N 3.9812 0.3348 -2.7855
H -3.7252 0.5110 -4.9441
H -4.5171 -0.8789 -4.1383
H -2.8332 -0.9611 -4.6482
H -3.5718 1.1978 -2.7257
H -2.0159 0.3775 -3.0119
H -2.8528 0.8166 -0.5321
H -3.4976 -0.6958 0.1309
H -1.0431 -0.8726 -1.5272
H -1.5416 -1.8974 -0.2036
H 0.4335 1.0714 -0.8532
H 1.0049 -0.6272 -0.7962
H 1.1587 0.7037 1.8032
H 2.0904 1.5240 0.5523
H 4.5343 -0.7250 1.4145
H 4.0985 0.9185 1.0360
H 3.9843 -1.2324 -1.0218
H 5.2552 1.9462 -0.4207
H 5.0290 2.2714 -1.9925
H 3.3240 0.8956 -3.3026
H 4.4780 -0.4098 -3.2517
C -1.8732 -1.4061 5.0499
C -2.6998 -0.4026 4.2806
O -3.8937 -0.3152 4.4373
C -1.9663 0.4868 3.3044
H -2.5219 -1.9763 5.7109
H -1.3809 -2.0932 4.3593
H -1.1227 -0.8900 5.6512
H -1.4818 -0.1207 2.5378
H -1.2205 1.0854 3.8320
H -2.6776 1.1560 2.8238
```

***

(5)
Formula: C11H26NO17PS5
Source: the Open Molecules 2025 dataset
Level of theory: the ωB97M-V functional and the def2-TZVPD basis

Summary:
Multiplicity   1
Gap between HOMO and LUMO   8.6 eV
DFT total energy   -111581.553 eV

```
61
C11H26NO17PS5 the ωB97M-V functional and the def2-TZVPD basis
N -0.1812 -2.9893 2.2989
C -1.4108 -2.9524 1.4522
C -1.1020 -3.0123 -0.1569
O -1.0564 -4.4223 -0.5262
C -0.0257 -4.7111 -1.4997
P 1.6980 -5.0244 -0.6999
S 2.6986 -3.3311 -0.5921
H 0.1771 -2.0393 2.4997
H 0.5660 -3.5688 1.8618
H -1.9982 -3.9328 1.6725
H -2.1380 -2.0872 1.7157
H -0.1577 -2.4117 -0.4220
H -1.9899 -2.4331 -0.6453
H -0.3107 -5.7324 -1.9886
H 0.0481 -3.9559 -2.3612
H 1.5866 -5.6700 0.5905
H 2.4520 -5.9187 -1.5541
C -4.8599 -0.9468 -4.0644
C -3.7093 -1.9399 -3.9890
O -2.6332 -1.2161 -3.3936
S -3.2398 -0.1261 -2.3528
O -3.1819 -0.6843 -1.0350
O -2.7008 1.1575 -2.6772
O -4.7815 -0.1848 -2.8598
H -4.7362 -0.2626 -4.9089
H -5.8288 -1.4430 -4.1391
H -3.4220 -2.3192 -4.9702
H -3.9555 -2.7801 -3.3324
C 3.9555 0.0030 -0.0068
C 3.8971 0.7975 -1.3035
O 4.4496 2.0749 -0.9832
S 5.5873 1.8826 0.1622
O 6.8710 1.8353 -0.4769
O 5.2920 2.7713 1.2448
O 5.1893 0.3734 0.6087
H 3.1405 0.2852 0.6662
H 3.9250 -1.0733 -0.1818
H 2.8795 0.9032 -1.6820
H 4.5257 0.3405 -2.0738
C -2.5052 1.0734 4.2083
C -1.8806 2.4112 3.8402
O -0.6456 2.0814 3.2053
S -0.8162 0.6716 2.4160
O -1.0874 0.9573 1.0408
O 0.2310 -0.2105 2.8356
O -2.2018 0.2019 3.1191
H -2.0489 0.6602 5.1124
H -3.5848 1.1468 4.3483
H -1.7090 3.0440 4.7117
H -2.4996 2.9500 3.1161
C 0.3936 4.2558 0.9503
C 1.0428 5.5815 0.5766
O 2.2759 5.2297 -0.0489
S 2.0897 3.8148 -0.8302
O 1.8297 4.0956 -2.2110
O 3.1351 2.9099 -0.4010
O 0.6873 3.3716 -0.1302
H 0.8378 3.8414 1.8599
H -0.6857 4.3484 1.0837
H 1.2199 6.2177 1.4447
H 0.4361 6.1248 -0.1546
```

***

(6)
Formula: C11H27B3BrN3O5P
Source: the Open Molecules 2025 dataset
Level of theory: the ωB97M-V functional and the def2-TZVPD basis

Summary:
Net charge   +1
Multiplicity   1
Gap between HOMO and LUMO   2.8 eV
DFT total energy   -107909.418 eV

```
51
C11H27B3BrN3O5P the ωB97M-V functional and the def2-TZVPD basis
C -1.3321 -2.8716 4.0504
N -0.0976 -3.6435 3.7194
C -0.2280 -4.4188 2.4267
B 1.0922 -4.0647 1.5629
O 1.0593 -3.0584 0.4967
B 1.8603 -1.9746 1.0784
N 1.2485 -0.6704 1.4602
O 3.2678 -2.3179 1.2856
B 3.2068 -3.4832 2.1750
P 4.1077 -3.4998 3.8796
O 2.8173 -3.6643 5.0300
Br 5.0610 -1.4993 4.3276
O 2.4164 -4.6514 1.7898
H -2.2330 -3.1076 3.3946
H -1.1058 -1.7405 4.0321
H -1.5899 -3.1096 5.1461
H 0.2120 -4.2518 4.4839
H -0.2542 -5.5274 2.7090
H -1.1659 -4.1661 1.8322
H 1.1018 -0.7241 2.4916
H 0.2773 -0.7152 1.0868
H 2.1504 -2.9701 4.8227
C -2.6844 2.2584 -3.1533
C -2.0020 2.2640 -1.7535
C -1.5254 3.6949 -1.3835
C -0.2795 4.1406 -2.1390
C 0.8371 3.1175 -1.9782
C 0.4049 1.6874 -2.3866
N -0.8821 1.2725 -1.7378
O -0.6202 0.9821 -0.4899
C 0.2802 1.6239 -3.9286
C 1.5643 0.7069 -2.0729
C -3.1523 1.8982 -0.7731
H -2.6158 3.2284 -3.6506
H -2.2706 1.5051 -3.8248
H -3.7456 2.0053 -3.0916
H -1.3087 3.7457 -0.3102
H -2.3299 4.4131 -1.5642
H -0.5101 4.3008 -3.1959
H 0.0554 5.1078 -1.7503
H 1.6989 3.4296 -2.5759
H 1.1731 3.1241 -0.9344
H -0.1112 0.6553 -4.2524
H 1.2579 1.7472 -4.4017
H -0.3528 2.4055 -4.3470
H 1.8662 0.7316 -1.0218
H 2.4550 0.9609 -2.6532
H 1.2910 -0.3209 -2.3256
H -3.5177 0.8843 -0.9553
H -3.9937 2.5843 -0.9049
H -2.8545 1.9759 0.2749
```

***

(7)
Formula: C11H27BN3O2PtSSe2
Source: the Open Molecules 2025 dataset
Level of theory: the ωB97M-V functional and the def2-TZVPD basis

Summary:
Net charge   +1
Multiplicity   1
Gap between HOMO and LUMO   6.1 eV
DFT total energy   -165858.180 eV
Energy above the lowest of the compared OMol25 structures with the same formula, charge and spin   1.383 eV

```
48
C11H27BN3O2PtSSe2 the ωB97M-V functional and the def2-TZVPD basis
Pt 0.3429 0.1402 0.0637
C 3.8432 0.3597 0.2221
Se 2.6162 -0.1095 -1.2078
C 2.6679 1.5789 -2.1491
C 2.0521 2.7114 -1.3536
Se 0.1670 2.4077 -0.9415
C 0.0829 3.7199 0.4879
H 4.8079 0.6140 -0.2083
H 3.9305 -0.5269 0.8448
H 3.4369 1.1682 0.8252
H 2.1557 1.4010 -3.0954
H 3.7093 1.8050 -2.3782
H 2.1109 3.6406 -1.9229
H 2.5493 2.8574 -0.3962
H 0.7233 3.3990 1.2949
H -0.9466 3.7520 0.8328
H 0.3760 4.6944 0.1025
N -2.3148 -0.0719 0.1803
N -2.6837 -1.4007 0.3335
C -1.7839 -2.3967 0.1941
N -2.2898 -3.6310 0.2582
S -0.1051 -2.2050 -0.0483
H -2.5493 0.4696 1.0014
H -2.7135 0.3386 -0.6562
H -3.6590 -1.6226 0.4754
H -3.2640 -3.8121 0.4342
H -1.6595 -4.4135 0.2202
C 0.5224 -0.6766 4.8238
C 1.0572 0.6097 4.2160
C 2.2817 1.0878 4.9684
O 1.4553 0.2785 2.8479
B 0.4387 0.6660 2.0197
O -0.5256 1.4249 2.6543
C -0.0389 1.7043 4.0111
C 0.5232 3.1155 4.0081
C -1.2160 1.6113 4.9591
H 1.3028 -1.4354 4.7817
H -0.3407 -1.0467 4.2685
H 0.2325 -0.5401 5.8658
H 2.9737 0.2582 5.1103
H 2.0081 1.4647 5.9556
H 2.8020 1.8768 4.4300
H 1.3679 3.2130 3.3254
H 0.8612 3.4137 5.0002
H -0.2548 3.8117 3.6930
H -1.7259 0.6543 4.8740
H -1.9298 2.4044 4.7353
H -0.8935 1.7376 5.9942
```

***

(8)
Formula: C11H27BNO10V
Source: the Open Molecules 2025 dataset
Level of theory: the ωB97M-V functional and the def2-TZVPD basis

Summary:
Expectation value of S²   0.769
Net charge   -3
Multiplicity   2
Gap between HOMO and LUMO (alpha / beta)   2.8 / 2.8 eV
DFT total energy   -60164.320 eV
Energy above the lowest of the compared OMol25 structures with the same formula, charge and spin   3.061 eV

```
51
C11H27BNO10V the ωB97M-V functional and the def2-TZVPD basis
O 13.3345 2.4964 -20.7796
V 14.0165 2.0973 -22.1644
C 16.6970 2.3860 -22.3887
O 17.2855 3.5352 -22.4771
O 15.9632 2.1677 -23.3859
O 16.0462 2.1319 -21.3230
C 13.2805 4.1849 -23.8732
O 13.9235 4.6433 -24.9056
O 12.8007 3.0036 -23.8127
O 14.1219 4.2740 -22.8854
B 13.5307 -0.1207 -22.2655
H 12.6421 0.5388 -22.2992
H 14.1090 0.1562 -21.3593
H 13.1105 -1.1804 -22.2123
H 14.1741 0.0212 -23.1551
C 11.4998 -0.5435 -19.6872
O 11.4199 -0.2208 -18.3146
C 10.3767 0.6574 -17.9905
C 10.6237 2.1043 -18.4888
N 9.8198 2.3844 -19.6905
C 10.1692 3.6116 -20.3652
C 9.8713 4.9512 -19.6551
O 10.8688 5.1331 -18.6669
C 10.3420 5.7203 -17.5018
H 10.7166 -1.2721 -19.9433
H 12.3801 -1.1153 -19.9772
H 11.4591 0.3255 -20.3430
H 10.5355 0.6964 -16.9039
H 9.3555 0.2549 -18.0010
H 11.6469 2.1392 -18.8695
H 10.4021 2.8007 -17.6757
H 8.8388 2.4140 -19.4323
H 9.6494 3.4726 -21.3198
H 11.2102 3.6021 -20.7028
H 8.8244 4.9662 -19.3278
H 9.9348 5.7799 -20.3689
H 9.5704 6.4908 -17.5838
H 11.1111 5.9927 -16.7798
H 9.8195 4.8904 -17.0003
C 14.1487 4.9684 -18.2457
C 14.0577 5.8289 -19.5151
C 14.7053 7.1915 -19.3212
O 14.9515 5.0927 -20.3520
H 13.6917 4.0053 -18.4681
H 13.5155 5.3492 -17.4303
H 15.1762 4.9815 -17.8887
H 13.0546 5.9767 -19.9206
H 15.7349 7.0562 -18.9650
H 14.3720 7.8233 -18.4853
H 14.8977 7.8315 -20.1845
H 14.6207 5.1838 -21.2704
```

***

(9)
Formula: C11H27BNO10V
Source: the Open Molecules 2025 dataset
Level of theory: the ωB97M-V functional and the def2-TZVPD basis

Summary:
Expectation value of S²   2.028
Net charge   -4
Multiplicity   3
Gap between HOMO and LUMO (alpha / beta)   2.3 / 3.4 eV
DFT total energy   -60150.861 eV

```
51
C11H27BNO10V the ωB97M-V functional and the def2-TZVPD basis
O 1.7725 -2.2370 -0.9920
V 2.9987 -1.7916 -0.0691
C 2.5444 0.0671 1.8965
O 2.2234 1.1891 1.4930
O 3.7015 -0.1143 1.3952
O 1.7634 -0.7698 1.5209
C 4.3416 -0.1773 -1.8834
O 5.0597 0.6850 -1.4026
O 4.5466 -1.3102 -1.4878
O 3.2173 0.0001 -1.4437
B 3.3454 -3.9724 0.4991
H 4.0474 -3.5054 -0.1742
H 2.4048 -4.2679 0.0605
H 3.8612 -4.8590 0.8338
H 3.2225 -3.2427 1.2844
C -2.0694 3.2201 2.6016
O -0.7480 3.0051 2.2312
C -0.1743 3.7886 1.2229
C -0.7877 3.5544 -0.1811
N -0.2632 2.3028 -0.9553
C -1.0649 1.9782 -2.1549
C -0.3866 0.8752 -2.9828
O -0.4261 -0.3754 -2.2698
C 0.0400 -1.4875 -3.1113
H -2.3067 2.4164 3.2986
H -2.7740 3.2398 1.7701
H -2.1428 4.1675 3.1355
H 0.8000 3.4312 1.5564
H -0.3105 4.8522 1.4185
H -0.4787 4.4265 -0.7573
H -1.8459 3.6948 0.0394
H 0.6990 2.5098 -1.1822
H -1.2478 2.9037 -2.7009
H -1.9764 1.5135 -1.7788
H 0.6998 0.9633 -2.9905
H -0.9087 0.9516 -3.9366
H -0.6148 -1.5291 -3.9817
H -0.0871 -2.5068 -2.7469
H 1.0332 -1.3098 -3.5240
C -3.7980 -1.7313 2.0289
C -2.4007 -1.4203 1.5840
C -1.6758 -2.6430 0.9647
O -2.4350 -0.3620 0.5630
H -4.3927 -2.4030 1.4099
H -4.4073 -0.8868 2.3509
H -3.7003 -2.3204 2.9408
H -1.7092 -1.0063 2.3179
H -1.5037 -3.4746 1.6481
H -0.6421 -2.3552 0.7733
H -2.0326 -2.9547 -0.0170
H -3.0111 -0.7222 -0.1151
```